Molecular formula: C29H43GdN3O7P2
Method: DFT, ωB97M-V/def2-TZVPD

```
85
C29H43GdN3O7P2, DFT ωB97M-V/def2-TZVPD
Gd -0.8420 -2.1851 -0.7465
C -0.3071 0.5549 2.8143
C -1.5487 0.8363 2.1950
C -1.7784 -1.1207 3.3737
C -0.4521 -0.6437 3.5559
C -2.4331 -0.2325 2.4878
C 0.8656 1.4694 2.8143
H 1.2419 1.6817 1.8048
H 1.7031 1.0562 3.3874
H 0.5934 2.4412 3.2556
C 0.5589 -1.2008 4.4827
H 0.7800 -0.4718 5.2809
H 1.5030 -1.4150 3.9572
H 0.2090 -2.1289 4.9495
C -2.4029 -2.2971 4.0243
H -2.0199 -2.4251 5.0468
H -2.2118 -3.2351 3.4859
H -3.4894 -2.1649 4.0932
C -3.8119 -0.3811 1.9647
H -4.5048 0.3968 2.3282
H -4.2216 -1.3523 2.2583
H -3.8117 -0.3360 0.8652
C -1.9180 2.0847 1.4836
H -2.9513 2.0444 1.1296
H -1.2923 2.2446 0.6027
H -1.8027 2.9909 2.0987
C 2.3400 3.0129 0.0139
C 1.8519 4.1671 0.4929
C 1.1253 5.2671 -0.2247
C 0.7160 4.9579 -1.6791
C -0.4766 4.0688 -1.7363
C -0.5710 2.7388 -1.5767
C 0.4950 1.7842 -1.1286
C 1.9544 2.2446 -1.2225
H 1.7446 6.1801 -0.2335
H 1.5856 4.6541 -2.2771
H 0.2300 5.5361 0.3621
H 2.1754 2.7830 -2.1556
H 3.1299 2.5104 0.5924
H 2.0673 4.3935 1.5471
H 2.5669 1.3234 -1.2315
H 0.3035 1.4313 -0.1008
H -1.5432 2.2363 -1.7382
H 0.4041 0.8449 -1.7197
H 0.3897 5.9110 -2.1220
H -1.4036 4.6500 -1.8266
P 0.2205 1.0528 -3.9414
C 1.6109 0.9293 -5.1413
C -0.7265 2.3966 -4.7963
P -1.8620 -1.0546 -2.9622
C -0.7521 -0.4388 -4.2925
C -3.1999 0.2128 -2.9560
C -2.6263 -2.4037 -3.9473
H 1.8518 -0.1288 -5.3033
H 2.4825 1.4282 -4.6928
H 1.3953 1.4081 -6.1087
H -0.6248 2.2515 -5.8804
H -0.3071 3.3775 -4.5274
H -1.7892 2.4129 -4.5262
H -2.7164 -2.1122 -5.0028
H -3.6137 -2.6114 -3.5154
H -2.0182 -3.3181 -3.8986
H -0.0378 -1.2427 -4.5357
H -1.3827 -0.2132 -5.1639
H -4.1742 -0.2990 -2.9889
H -3.1433 0.9189 -3.8018
H -3.1532 0.7818 -2.0142
O 4.7571 -5.9040 3.4850
N 4.6619 -5.1530 2.4966
O 5.5722 -5.0196 1.6510
C 3.4442 -4.4064 2.2846
C 2.3130 -4.6909 3.0643
C 1.0518 -4.3170 2.6218
C 0.9181 -3.5289 1.4554
O -0.2548 -3.4340 0.8681
C 2.1335 -2.9455 0.8964
C 3.3806 -3.5176 1.2111
N 2.1522 -1.8288 -0.0048
O 3.2030 -1.3614 -0.4054
O 0.9943 -1.1852 -0.3525
N -0.0992 -4.7096 3.4497
O 0.0929 -4.6250 4.6940
O -1.1812 -5.0649 2.9454
H 2.4081 -5.2955 3.9573
H 4.2783 -3.2670 0.6496
```

The strongest force on any atom comes out at 4.6 eV/A. Its lowest unoccupied orbital energy (alpha / beta) is -0.2000 / -0.1990 hartree. The multiplicity is 8. The expectation value of S² is 15.80. As for the net charge: +1. The HOMO energy (alpha / beta) comes out at -9.57 / -9.48 eV. As for the energy: -88964.7968 eV.

Atom charges from the Mulliken analysis, given in e for atoms 1 to 8: Gd 0.2685; C 0.9445; C 0.6673; C 0.5309; C 0.4038; C 0.1139; C -0.8797; H -0.3121